(1)
ORCA calculation (wB97M-V/def2-TZVPD) on an isolated molecule of C5H7N.

XYZ file:
```
13
Properties=species:S:1:pos:R:3:forces:R:3
C -2.5810 -0.1538 0.4490 0.1 -0.2 0.1
C -1.3333 0.1017 -0.0643 0.4 -0.3 0.1
C -0.2898 0.5162 -0.6414 -0.3 -0.3 0.2
C 1.1212 0.1533 -0.8113 0.0 0.2 -0.2
C 2.0582 0.2221 0.3433 0.1 0.3 0.1
N 1.6557 -1.0709 -0.1887 -0.1 -0.2 0.1
H -1.8315 1.0702 -0.5911 0.1 0.0 0.0
H -2.8200 0.1914 1.4484 -0.1 0.1 -0.2
H -3.2174 -0.8918 -0.0278 0.0 0.3 -0.1
H 1.5282 0.3279 -1.8027 0.0 0.0 0.2
H 1.6556 0.5424 1.3024 0.0 0.0 -0.2
H 3.0986 0.4892 0.1698 -0.2 0.0 0.0
H 0.9554 -1.4979 0.4143 0.0 0.1 -0.1
```
Forces are in eV/Å.

- Energy: -249.2263 Eh
- 2S+1: 1
- HOMO level: -0.2830 hartree
- Gap between HOMO and LUMO: 8.35 eV

---

(2)
ORCA calculation (wB97M-V/def2-TZVPD) on a cluster of 13 separate species, C44H92N4O19S2 in total.

XYZ file:
```
161
Properties=species:S:1:pos:R:3:forces:R:3
C -21.3642 7.3663 6.6879 -0.3 0.3 -0.9
C -20.6227 8.3218 5.7499 0.2 -0.5 -0.7
O -20.1998 8.0190 4.6407 -0.3 -0.1 0.3
N -20.4250 9.5212 6.3165 0.2 0.6 0.7
C -19.6638 10.6245 5.7495 -1.0 -0.4 -1.0
H -22.0849 7.9479 7.2609 0.4 -0.1 0.6
H -20.5781 6.8684 7.2510 -0.4 -0.1 0.5
H -21.9861 6.6435 6.1620 0.5 -0.1 -0.3
H -20.6843 9.5585 7.2936 0.2 0.3 0.0
H -18.7590 10.8909 6.2866 -0.1 0.0 0.3
H -20.3545 11.4596 5.6410 0.3 0.4 0.3
H -19.3954 10.3605 4.7269 0.2 -0.3 0.1
C -14.8087 6.9604 12.6828 0.7 0.7 0.4
C -15.5779 6.3123 11.5689 -0.3 0.6 0.1
O -16.1420 7.0106 10.7276 0.4 -0.4 -0.1
N -15.6587 4.9788 11.5852 -0.3 -0.9 0.4
C -16.1999 4.1706 10.5164 -0.3 0.5 -1.1
H -13.7591 6.6793 12.8013 -0.2 -0.7 -0.2
H -15.2947 6.8291 13.6519 -0.1 -0.1 -0.1
H -14.7151 8.0241 12.4622 -0.5 0.0 0.0
H -15.3549 4.5010 12.4171 0.2 0.1 0.0
H -15.3883 3.9016 9.8382 -0.1 -0.3 0.0
H -16.9221 4.7368 9.9238 0.2 0.4 0.1
H -16.7837 3.3003 10.8032 0.5 -0.1 0.6
C -19.9356 -0.0039 12.5186 0.7 0.8 -1.3
C -19.9774 1.4770 12.8018 -0.7 0.3 1.1
O -20.7395 1.9228 13.6501 0.2 -0.1 0.0
N -19.1727 2.2929 12.0824 0.3 -0.1 0.2
C -19.2122 3.7463 12.1822 -0.3 -0.2 -0.7
H -20.0006 -0.5928 13.4222 -0.3 0.0 0.0
H -19.0150 -0.2177 11.9665 0.0 -0.3 0.2
H -20.7395 -0.1633 11.7976 -0.2 -0.4 0.4
H -18.6854 1.9093 11.2918 0.0 -0.1 0.1
H -18.2929 4.1753 12.5852 0.1 -0.1 -0.1
H -20.0376 4.0984 12.7966 -0.1 -0.3 0.0
H -19.3845 4.0476 11.1482 0.1 0.7 0.2
C -19.4820 7.4227 10.8677 0.9 0.4 -1.1
C -19.2540 8.3655 9.6913 -0.3 0.6 -0.1
O -20.1975 8.9490 9.1444 0.1 -0.1 0.2
N -17.9797 8.5326 9.3034 0.2 -0.7 0.5
C -17.5363 9.2978 8.1648 0.3 0.0 -0.2
H -18.7817 6.6037 10.6931 -0.3 -0.3 0.4
H -20.5138 7.1056 10.8223 -0.1 -0.2 0.4
H -19.1956 7.9159 11.7970 -0.2 0.0 0.1
H -17.2839 7.9688 9.7956 -0.2 0.3 -0.3
H -17.9728 8.9533 7.2278 -0.2 0.0 0.1
H -16.4623 9.1534 8.0484 0.0 0.0 0.1
H -17.7154 10.3664 8.2851 -0.1 0.0 0.0
C -23.4521 7.4197 10.0854 1.1 -1.3 -0.5
C -24.2031 6.7516 8.9554 -1.6 1.1 0.0
O -23.6713 5.4564 8.7492 1.6 -0.4 0.3
S -22.8399 4.9331 10.0604 -0.5 0.5 0.7
O -21.4343 4.6950 9.8360 -1.6 0.7 -0.4
O -23.6085 3.9109 10.6928 0.4 0.2 -0.4
O -23.0838 6.2921 10.9064 0.4 -0.9 0.3
H -24.0339 8.0980 10.6977 0.1 0.2 -0.1
H -22.5100 7.8062 9.6846 -0.2 0.7 0.3
H -24.1531 7.4069 8.0845 0.3 -0.6 -0.4
H -25.2682 6.6456 9.1814 0.1 -0.1 0.2
C -14.4473 11.4328 3.5617 -0.2 0.1 -1.1
C -15.7316 12.1259 3.9891 0.4 0.3 -0.2
O -16.3459 11.1808 4.8476 -0.6 -0.7 0.5
S -16.1256 9.6672 4.3343 0.5 -0.1 -0.3
O -17.1624 9.2841 3.4222 1.2 0.6 0.5
O -15.8252 8.8070 5.4427 -0.1 1.0 -0.7
O -14.7206 10.0322 3.5580 -1.0 -0.7 0.8
H -13.6347 11.7102 4.2269 0.1 -0.4 0.0
H -14.2034 11.6332 2.5184 0.2 0.4 0.2
H -16.3737 12.4200 3.1589 -0.1 -0.3 0.0
H -15.4816 13.0120 4.5702 -0.2 0.0 0.1
C -18.7701 13.3389 9.9176 -0.2 0.8 1.3
C -17.7207 13.9113 8.9751 -0.6 -0.5 -0.1
C -18.5370 13.9872 7.6641 0.8 0.3 -0.2
O -19.8231 13.4288 7.8658 0.0 -0.3 0.6
C -19.7151 12.5839 9.0342 0.1 -0.2 -0.7
H -19.3287 14.1714 10.3616 0.0 0.0 -0.1
H -18.4077 12.7811 10.7836 0.2 -0.2 -0.2
H -16.8802 13.2191 8.9046 0.1 0.2 -0.2
H -17.3905 14.9092 9.2517 0.2 -0.1 0.2
H -17.9814 13.4553 6.8812 -0.3 0.0 -0.2
H -18.6307 15.0361 7.3788 -0.3 -0.1 -0.3
H -19.3223 11.6043 8.7391 0.0 0.0 0.0
H -20.6858 12.4107 9.4965 -0.2 0.2 -0.3
C -21.7221 11.2499 14.1045 -0.8 0.2 -0.4
C -20.8965 11.3264 12.8287 1.7 0.2 0.0
C -21.5245 10.2835 11.9180 -0.3 0.9 0.1
O -22.9110 10.5790 12.1564 -0.2 -0.8 -0.5
C -23.0891 10.7562 13.5516 0.3 -0.1 0.3
H -21.8382 12.2190 14.5867 0.2 0.0 0.1
H -21.3178 10.5372 14.8219 0.1 0.0 0.0
H -19.8204 11.2431 13.0208 -0.1 -0.6 0.1
H -20.9278 12.3100 12.3520 -0.6 0.0 0.0
H -21.2469 9.2470 12.1395 -0.2 0.0 0.4
H -21.3272 10.4135 10.8556 -0.1 0.2 0.0
H -23.3683 9.8158 14.0385 0.0 -0.1 -0.1
H -23.9117 11.4553 13.6949 0.1 0.1 0.0
C -15.3989 11.3776 13.5079 0.1 -0.2 1.0
C -15.6434 10.9830 12.0608 -0.3 1.0 -0.8
C -17.0082 10.2857 12.0614 0.2 -0.1 0.3
O -17.5135 10.4310 13.3825 -0.5 0.1 0.5
C -16.4070 10.5234 14.2745 0.3 -0.8 -0.8
H -15.6422 12.4187 13.7250 0.1 0.1 -0.4
H -14.3677 11.2002 13.8157 -0.1 0.0 0.1
H -14.8741 10.3631 11.6019 0.1 0.0 0.2
H -15.6878 11.9131 11.4862 0.0 -0.2 -0.3
H -16.8631 9.2334 11.7953 -0.2 -0.1 0.1
H -17.7572 10.7318 11.4100 0.1 -0.1 -0.2
H -16.0012 9.5072 14.3885 0.1 0.1 0.3
H -16.7327 10.8935 15.2426 -0.1 0.1 -0.1
C -17.0459 6.0035 6.3670 0.2 -0.1 -1.1
C -18.2370 5.0715 6.5245 -0.5 0.0 0.8
C -17.5707 3.7116 6.6269 0.8 0.4 0.3
O -16.4475 3.8087 5.7413 0.2 -0.7 0.2
C -16.1205 5.1775 5.4650 -0.6 -0.3 0.0
H -16.5106 6.1803 7.3013 -0.3 0.1 0.2
H -17.2912 6.9500 5.8925 -0.1 0.1 0.2
H -18.9420 5.0781 5.6923 0.3 0.3 -0.2
H -18.8190 5.3514 7.4081 0.0 -0.3 0.1
H -18.1874 2.8504 6.3774 0.0 0.1 -0.3
H -17.1669 3.5268 7.6322 -0.2 0.1 0.1
H -16.3201 5.2455 4.3918 0.1 0.8 0.1
H -15.0744 5.4053 5.6803 0.1 -0.3 -0.1
C -18.9924 7.7458 15.6140 -0.4 0.9 -0.2
C -19.4600 6.4846 16.3305 0.0 -0.4 0.3
C -18.3705 5.4625 15.9521 -0.4 -0.6 -0.1
O -17.3732 6.2081 15.2895 0.8 0.4 -1.0
C -18.0874 7.2146 14.5181 0.4 -1.3 0.5
H -18.4214 8.3524 16.3186 0.3 0.1 -0.3
H -19.8097 8.3765 15.2572 0.0 -0.1 0.0
H -20.4670 6.2152 16.0105 0.2 -0.3 0.0
H -19.4473 6.5768 17.4164 -0.2 0.3 0.0
H -18.7385 4.6464 15.3139 -0.2 0.3 -0.2
H -17.9218 4.9563 16.8089 0.1 0.3 0.1
H -18.5725 6.6770 13.6928 -0.7 0.1 0.2
H -17.4014 7.8784 13.9978 0.2 0.3 0.6
C -13.4896 11.4648 6.8800 -0.4 0.2 -0.3
C -12.1515 12.1126 6.5874 0.6 -0.4 -0.4
C -11.2197 11.3709 7.5764 -0.4 1.0 -0.4
O -12.0665 10.8328 8.5798 0.1 -0.7 0.5
C -13.4303 11.2060 8.3872 0.8 0.5 -1.6
H -13.5728 10.5092 6.3558 0.0 0.0 0.0
H -14.3021 12.1029 6.5245 -0.2 -0.1 0.4
H -12.1452 13.1991 6.6863 -0.1 0.0 0.4
H -11.8580 11.9187 5.5525 0.2 0.0 0.1
H -10.5157 12.0570 8.0522 0.1 -0.1 -0.1
H -10.6631 10.6019 7.0382 -0.1 -0.3 0.3
H -13.5916 12.1650 8.8879 -0.5 -0.3 0.5
H -14.0747 10.3677 8.6329 -0.1 0.2 0.6
C -23.0507 6.8980 15.1073 -0.5 -0.3 0.5
C -23.7174 5.5048 15.1465 0.1 -0.2 0.5
C -22.8026 4.5894 14.2892 -0.5 1.1 -0.4
O -21.6425 5.3895 14.0071 0.3 -0.3 0.2
C -21.9999 6.7543 14.0467 0.8 0.5 -0.6
H -22.6338 7.0722 16.1008 0.3 0.3 -0.2
H -23.7321 7.7212 14.8921 -0.1 -0.1 0.0
H -24.7657 5.5802 14.8595 0.1 -0.4 -0.4
H -23.7093 5.1028 16.1609 -0.1 0.2 0.1
H -23.3010 4.3438 13.3485 0.1 -0.2 0.0
H -22.4661 3.6873 14.7879 0.0 -0.1 0.0
H -22.2954 7.0868 13.0455 -0.5 -0.1 0.1
H -21.1158 7.3675 14.2584 0.0 -0.4 0.1
```
Forces are in eV/Å.

- Energy: -4176.5687 Eh
- 2S+1: 1
- HOMO level: -0.3249 hartree
- Gap between HOMO and LUMO: 9.11 eV

---

(3)
ORCA calculation (wB97M-V/def2-TZVPD) on a cluster of 3 separate species, C3H8O4S in total.

XYZ file:
```
16
Properties=species:S:1:pos:R:3:forces:R:3
O 3.4587 -0.4441 1.2132 0.2 -0.2 0.5
C 2.4469 -0.2276 0.5175 0.4 0.2 -0.6
O 2.4809 0.3018 -0.6306 -0.4 0.2 -0.1
C 1.1081 -0.6311 1.1114 -1.2 -0.3 0.8
C -0.2246 -0.2956 0.3903 1.5 0.1 0.0
S -1.7054 -0.8971 1.2200 -0.3 0.1 0.3
H 1.0821 -1.7031 1.3388 0.3 0.0 -0.1
H 1.0685 -0.1727 2.1082 0.0 0.0 -0.1
H -0.1779 -0.7660 -0.5956 0.0 0.3 -0.1
H -0.1850 0.7979 0.2947 -0.5 -0.1 -0.3
H -3.7327 0.0718 -1.0370 -0.3 -0.1 -0.2
H -3.2944 0.3995 0.2929 -0.3 -0.3 0.6
O -4.1210 0.4730 -0.2520 0.4 0.3 -0.3
H -0.1280 0.9531 -1.9535 -0.7 0.1 -0.5
H 1.2369 0.9465 -1.6131 1.2 -0.1 -0.5
O 0.6870 1.1937 -2.4051 -0.4 0.0 0.7
```
Forces are in eV/Å.

- Energy: -818.2845 Eh
- 2S+1: 1
- HOMO level: -0.0039 hartree
- Gap between HOMO and LUMO: 6.20 eV
- Charge: -2

---

(4)
ORCA calculation (wB97M-V/def2-TZVPD) on a structure of composition C33H30I2N2P2PdS.

XYZ file:
```
71
Properties=species:S:1:pos:R:3:forces:R:3
Pd -2.1284 -0.7148 -0.6534 0.1 0.1 0.1
I -2.9359 -3.2953 -1.6310 0.1 0.1 0.0
C -4.4646 -2.3264 -2.7383 0.0 -0.1 0.0
I -4.3647 -0.2374 -2.4190 -0.1 0.2 0.0
H -5.4250 -2.6792 -2.3843 0.0 0.0 0.0
H -4.3163 -2.5243 -3.7921 0.0 0.0 0.0
N -1.8394 2.8415 -0.6209 0.0 -0.1 0.1
C -2.6639 2.3035 0.3035 0.2 0.1 -0.2
N -2.6817 1.0340 0.5975 -0.3 -0.2 0.0
C -3.6776 0.7663 1.5585 0.3 0.1 -0.1
C -3.9862 -0.4788 2.0891 0.0 -0.1 0.0
C -5.0021 -0.5716 3.0250 0.0 0.0 0.0
C -5.7047 0.5605 3.4399 0.0 0.0 0.0
C -5.3984 1.8082 2.9247 0.0 0.0 0.0
C -4.3813 1.8888 1.9839 -0.1 0.1 0.1
S -3.7887 3.3092 1.1584 0.0 0.0 0.1
H -1.2216 2.2398 -1.1365 0.0 0.0 0.0
H -1.8637 3.8198 -0.8443 0.0 0.0 0.0
H -3.4355 -1.3597 1.7778 0.0 0.0 0.0
H -5.2551 -1.5367 3.4425 0.0 0.0 0.0
H -6.4951 0.4655 4.1712 0.0 0.0 0.0
H -5.9371 2.6894 3.2460 0.0 0.0 0.0
C 1.6071 -0.6089 0.2958 -0.1 0.1 0.0
P 0.1453 -1.3792 -0.5598 0.0 -0.1 0.0
C 0.6949 -1.2231 -2.2954 0.1 -0.1 0.0
C 1.5961 -2.0662 -2.9480 0.0 0.0 0.0
C 1.9885 -1.8072 -4.2530 0.0 0.0 0.0
C 1.4974 -0.6974 -4.9275 0.0 0.0 0.0
C 0.5966 0.1461 -4.2956 0.0 0.0 0.0
C 0.1936 -0.1219 -2.9947 0.0 0.0 0.0
C 0.3330 -3.0658 0.0956 0.0 0.0 0.0
C 1.4609 -3.8722 -0.0809 0.1 0.0 0.0
C 1.5339 -5.1229 0.5107 0.0 0.0 0.0
C 0.4929 -5.5798 1.3084 0.0 0.0 0.0
C -0.6116 -4.7731 1.5319 0.0 0.0 0.0
C -0.6889 -3.5237 0.9318 0.0 0.0 -0.1
P 1.8597 1.1451 -0.0565 0.1 0.0 0.0
C 3.5583 1.5643 -0.3763 0.0 0.0 -0.1
C 4.4598 1.5785 0.6946 0.1 0.1 0.0
C 5.7906 1.8640 0.4463 0.0 0.0 0.0
C 6.2143 2.1382 -0.8510 0.0 0.0 0.0
C 5.3167 2.1248 -1.9085 0.0 0.0 0.0
C 3.9803 1.8334 -1.6771 0.1 0.0 0.0
C 1.1727 2.1336 1.2029 -0.2 0.2 0.2
C 0.1134 1.6419 1.9937 0.1 0.0 -0.1
C -0.4238 2.4368 2.9822 0.0 0.1 0.0
C 0.0680 3.7274 3.1770 0.0 0.0 0.0
C 1.0928 4.2343 2.3798 -0.1 0.0 0.0
C 1.6394 3.4526 1.3842 -0.1 -0.1 0.0
H 2.5054 -1.1222 -0.0548 0.0 0.0 0.0
H 1.5263 -0.7308 1.3785 0.0 -0.1 0.0
H 1.9859 -2.9482 -2.4647 0.0 0.0 0.0
H 2.6767 -2.4804 -4.7464 0.0 0.0 0.0
H 1.8040 -0.5013 -5.9463 0.0 0.0 0.0
H 0.1888 0.9997 -4.8209 0.0 0.0 0.0
H -0.5484 0.5189 -2.5284 0.0 0.0 0.0
H 2.3097 -3.5309 -0.6562 0.0 0.0 0.0
H 2.4103 -5.7381 0.3579 0.0 0.0 0.0
H 0.5523 -6.5578 1.7668 0.0 0.0 0.0
H -1.4119 -5.1126 2.1758 0.0 0.0 0.0
H -1.5495 -2.8925 1.1217 0.0 0.0 0.0
H 4.1290 1.3751 1.7060 0.0 0.0 0.0
H 6.4975 1.8789 1.2645 0.0 0.0 0.0
H 7.2560 2.3649 -1.0347 0.0 0.0 0.0
H 5.6540 2.3409 -2.9128 0.0 0.0 0.0
H 3.2768 1.8161 -2.5007 0.0 0.0 0.0
H -0.2886 0.6512 1.8249 0.0 0.0 0.0
H -1.2258 2.0610 3.6039 0.0 0.0 0.0
H -0.3557 4.3471 3.9567 0.0 0.0 0.0
H 1.4599 5.2382 2.5422 0.0 0.0 0.0
H 2.4322 3.8404 0.7575 0.0 0.0 0.0
```
Forces are in eV/Å.

- Energy: -3188.6999 Eh
- 2S+1: 3
- HOMO level (alpha / beta): -0.4824 / -0.4870 hartree
- Gap between HOMO and LUMO (alpha / beta): 7.97 / 5.17 eV
- Charge: +2